1.
16
Properties=species:S:1:pos:R:3:forces:R:3:nbo_charge:R:1 method="wB97M-V/def2-TZVPD" de_lowest_kj_mol=184.7 lumo_ha=-0.0286 e_tot_ha=-1138.01290 mol_weight_da=170.3 spin_multiplicity=1 e_homo_ev=-8.88 max_force_ev_per_a=7.49
C -0.952 -1.436 2.718 -4.567 -2.463 1.509 -0.783
S -1.276 -1.509 0.945 0.420 0.907 0.385 0.352
C -0.412 -0.025 0.520 -0.035 1.007 0.286 -0.216
C 0.147 0.841 1.576 -2.631 -4.066 -5.128 0.246
N 0.623 1.385 2.417 2.340 2.985 4.334 -0.266
C -0.337 0.398 -0.764 -0.049 -0.845 0.398 -0.321
C -0.956 -0.458 -1.733 -2.256 -3.460 -6.253 0.235
N -1.391 -1.108 -2.677 2.535 3.802 5.819 -0.271
S 0.456 1.871 -1.260 0.410 -0.038 -0.740 0.306
C 1.576 1.270 -2.604 2.780 -0.096 2.668 -0.738
H 0.109 -1.604 2.878 -0.280 0.340 0.712 0.246
H -1.600 -0.622 3.232 2.031 -0.887 -0.884 0.258
H -1.686 -2.420 3.117 2.649 2.412 -1.092 0.244
H 1.097 0.666 -3.323 -0.768 0.190 -1.307 0.236
H 2.408 0.573 -2.198 -1.455 0.980 -0.088 0.222
H 2.192 2.177 -2.844 -1.125 -0.770 -0.619 0.249

2.
16
Properties=species:S:1:pos:R:3:forces:R:3:nbo_charge:R:1 method="wB97M-V/def2-TZVPD" de_lowest_kj_mol=397.9 lumo_ha="-0.0637 / -0.0155" e_tot_ha=-1137.93167 mol_weight_da=170.3 spin_multiplicity=1 e_homo_ev="-7.96 / -7.90" max_force_ev_per_a=4.74
C 3.033 -0.684 -0.212 -1.331 0.807 0.852 -0.386
C 2.031 1.521 0.704 1.021 -0.836 0.266 -0.525
C -0.388 -1.712 -0.092 2.308 -1.808 0.016 0.213
C 1.649 -0.744 0.015 2.047 -1.000 -0.704 -0.051
C 1.239 0.488 0.481 -2.669 0.140 0.582 0.157
C -3.160 0.964 -0.444 1.442 2.601 3.695 -0.747
N 0.958 -1.907 -0.176 -3.120 0.926 -0.291 -0.414
N -1.037 -0.598 0.014 -0.076 2.758 0.077 -0.593
S 3.605 0.834 0.347 0.999 0.421 -0.598 0.449
S -2.557 -0.365 0.644 0.694 -0.208 -0.718 0.523
H 3.601 -1.448 -0.721 0.290 0.192 0.223 0.255
H 1.904 2.374 1.353 0.090 0.128 -0.340 0.258
H -0.989 -2.583 -0.169 -0.367 -1.159 0.149 0.169
H -3.807 1.623 0.224 0.676 -0.885 -0.780 0.227
H -3.743 0.600 -1.184 -1.591 -1.217 -2.564 0.214
H -2.340 1.637 -0.785 -0.414 -0.861 0.137 0.250